#a
An isolated ion of composition C5H15N2 and charge +1. Source: the Open Molecules 2025 dataset; level of theory: wB97M-V/def2-TZVPD.

Output
Charge   +1
E_LUMO   -3.453 eV
Orbital gap   9.706 eV
Structure (SMILES)   CCCNCC[NH3+]

CARTESIAN COORDINATES (ANGSTROEM)
N: -2.21433 -1.36316 1.19437
C: -2.03534 -1.34364 -0.32486
C: -1.11704 -0.13938 -0.80378
N: -0.40732 0.45240 0.28324
C: 0.97207 -0.06214 0.48120
C: 2.12870 0.98521 0.40264
C: 2.28397 1.53805 -1.00889
H: -1.40570 -1.84339 1.59722
H: -2.17221 -0.42601 1.60280
H: -3.04058 -1.88212 1.48562
H: -1.65741 -2.31664 -0.61641
H: -3.02364 -0.95054 -0.59033
H: -0.52253 -0.63142 -1.58317
H: -1.77435 0.57044 -1.31350
H: -0.47851 1.46104 0.21362
H: 1.22441 -0.75914 -0.32123
H: 0.99190 -0.46938 1.49861
H: 2.90478 0.22120 0.58804
H: 2.20253 1.68279 1.23636
H: 1.33951 1.80557 -1.48831
H: 2.97746 0.98043 -1.61422
H: 2.82365 2.48984 -0.91902

***

#b
An isolated ion of composition C5H15N2 and charge +1. Source: the Open Molecules 2025 dataset; level of theory: wB97M-V/def2-TZVPD.

Output
Charge   +1
E_LUMO   -2.777 eV
Orbital gap   11.696 eV
Structure (SMILES)   CCC[NH2+]CCN

CARTESIAN COORDINATES (ANGSTROEM)
N: 2.21626 0.17331 1.26580
C: 2.55010 0.26656 -0.21683
C: 1.29996 0.86195 -0.93901
N: 0.02528 0.47001 -0.18651
C: -0.55251 -0.98498 -0.44090
C: -1.89094 -0.99196 0.41540
C: -2.98202 0.10128 0.02424
H: 0.31545 0.48540 0.83399
H: 2.42107 1.05864 1.66086
H: 2.73670 -0.62272 1.56689
H: 2.68788 -0.72330 -0.60382
H: 3.41817 0.88181 -0.43654
H: 1.19591 0.47701 -2.02184
H: 1.33531 2.00171 -0.87657
H: -0.68448 1.14695 -0.28812
H: -0.66699 -1.27179 -1.50545
H: 0.26297 -1.65477 0.01923
H: -2.31145 -2.02140 0.54658
H: -1.61578 -0.75717 1.41369
H: -3.84591 -0.00182 0.65516
H: -2.60948 1.14782 0.16894
H: -3.30554 -0.04257 -1.05521

***

#c
An isolated ion of composition C5H15N2 and charge +1. Source: the Open Molecules 2025 dataset; level of theory: wB97M-V/def2-TZVPD.

Output
Charge   +1
E_LUMO   -2.628 eV
Orbital gap   11.800 eV
Structure (SMILES)   C[NH2+]CC[C@H](C)N

CARTESIAN COORDINATES (ANGSTROEM)
C: 2.53922 0.32461 -0.19534
C: 1.10666 -0.05018 0.02358
C: 0.27076 1.36304 -0.35619
C: -1.23328 1.17838 0.17751
C: -1.91105 -1.12058 1.13059
N: -1.75485 -0.29538 -0.09554
N: 0.57572 -1.07477 -0.99382
H: 2.60411 1.19632 0.48803
H: 3.25460 -0.45093 0.15432
H: 2.77929 0.59352 -1.22972
H: 0.90946 -0.43966 1.00562
H: 0.63491 2.31277 -0.00246
H: 0.35262 1.41361 -1.42547
H: -1.95680 1.81814 -0.28365
H: -1.20288 1.30013 1.26049
H: -2.42869 -0.63348 1.94967
H: -0.90203 -1.23358 1.56014
H: -2.28237 -2.05041 0.82702
H: -2.60147 -0.24125 -0.62785
H: -0.85505 -0.80984 -0.68259
H: 1.14015 -0.97887 -1.88221
H: 0.96099 -2.12161 -0.80214

***

#d
A 3-piece molecular cluster, C5H15N2 overall. Source: the Open Molecules 2025 dataset; level of theory: wB97M-V/def2-TZVPD.

Output
Charge   +1
E_LUMO   -8.927 eV
Orbital gap   3.533 eV

CARTESIAN COORDINATES (ANGSTROEM)
N: -1.35137 1.34673 0.32012
C: -3.38457 0.29907 3.10137
C: -2.70114 -0.57221 2.34972
N: 0.33200 -0.58858 -1.06280
C: 2.24901 0.71587 -1.96449
C: 1.63909 -0.64957 -1.56129
C: 2.55027 -1.40640 -0.56416
H: -2.09889 1.56972 -0.30959
H: -0.70867 0.74453 -0.16836
H: -0.97485 2.21252 0.69847
H: -2.92167 1.22244 3.42808
H: -4.42852 0.22704 3.37077
H: -1.70143 -0.35667 2.02297
H: -3.21120 -1.46391 2.01500
H: -0.26924 -0.46114 -1.89916
H: 3.31868 0.61575 -2.10197
H: 1.91840 1.47691 -1.25976
H: 1.81638 1.04876 -2.91256
H: 1.58788 -1.26288 -2.48635
H: 3.39130 -1.82421 -1.11575
H: 3.03335 -0.75930 0.16892
H: 1.91518 -2.13448 -0.06916

***

Energies in kJ/mol, measured from the most stable structure: #a 49.2; #b 0.0; #c 32.6; #d 560.9.

***

#a
A 2-piece molecular cluster, C5H15N2 overall. Source: the Open Molecules 2025 dataset; level of theory: wB97M-V/def2-TZVPD.

Output
Charge   +1
E_LUMO   -3.261 eV
Orbital gap   11.363 eV

CARTESIAN COORDINATES (ANGSTROEM)
C: 2.55923 0.51095 -1.28915
N: 1.65265 0.31653 -0.14877
C: 2.05233 0.25856 1.08554
N: 1.31315 0.15631 2.14759
H: 2.39977 1.44330 -1.85737
H: 2.37468 -0.33644 -1.95953
H: 3.59460 0.48875 -0.92116
H: 0.65204 0.19063 -0.34606
H: 3.13778 0.33324 1.26479
H: 0.30001 0.10456 2.10199
H: 1.72267 0.28822 3.05321
C: -2.63203 -1.13221 -1.60276
C: -2.96208 -0.32861 -0.32388
C: -1.70771 0.26861 0.30666
H: -2.07565 -0.50122 -2.37365
H: -3.53793 -1.61612 -2.03326
H: -1.93285 -1.95656 -1.34752
H: -3.40620 -1.01319 0.42871
H: -3.73135 0.47902 -0.47829
H: -1.86718 0.83811 1.27845
H: -0.95960 -0.51088 0.55360
H: -1.28988 0.99481 -0.41414

***

#b
A 2-piece molecular cluster, C5H15N2 overall. Source: the Open Molecules 2025 dataset; level of theory: wB97M-V/def2-TZVPD.

Output
Charge   +1
E_LUMO   -3.260 eV
Orbital gap   10.093 eV

CARTESIAN COORDINATES (ANGSTROEM)
C: 1.66531 0.58704 0.88677
C: 0.74877 1.41273 -1.76388
C: -0.22477 -1.63178 1.04482
C: -1.10066 0.69393 0.84914
C: -1.05154 -0.99524 -1.05055
N: 0.89123 0.13779 -0.24536
N: -0.42878 -0.42844 0.16951
H: 1.85810 -0.00608 1.75167
H: 2.65249 0.78359 0.34097
H: 1.25477 1.43253 1.30837
H: 1.72094 1.80114 -1.70938
H: 0.70890 0.77016 -2.64952
H: -0.23990 1.94649 -1.65825
H: -0.44641 -2.58935 0.45538
H: 0.71376 -1.70731 1.49388
H: -0.98342 -1.51614 1.77134
H: -1.36273 1.35015 0.14108
H: -2.00457 0.23614 1.36732
H: -0.60247 1.23641 1.60197
H: -1.81533 -0.43538 -1.32516
H: -0.37986 -1.19217 -1.90762
H: -1.57379 -1.88619 -0.87250

***

Energies in kJ/mol, measured from the most stable structure: #a 0.0; #b 515.7.

***

#a
An isolated ion of composition C5H15N2 and charge +1. Source: the Open Molecules 2025 dataset; level of theory: wB97M-V/def2-TZVPD.

Output
Charge   +1
E_LUMO   -2.696 eV
Orbital gap   11.406 eV
Structure (SMILES)   C[C@H](N)C[NH+](C)C

CARTESIAN COORDINATES (ANGSTROEM)
N: 1.53007 0.18246 1.14858
C: 0.78489 -0.90817 0.56577
C: 0.62624 -2.10702 1.46440
C: -0.57065 -0.56275 -0.05471
N: -0.30573 0.76000 -0.96812
C: -0.49785 2.05770 -0.14093
C: -1.24859 0.74536 -2.12641
H: 0.69056 0.50705 -1.02851
H: 2.45848 0.06140 0.93563
H: 1.62855 0.07882 2.13721
H: 1.26450 -1.31412 -0.41154
H: -0.30679 -2.82475 1.16547
H: 0.10853 -1.74705 2.43182
H: 1.57869 -2.48532 1.84958
H: -1.30661 -0.18253 0.76972
H: -0.84961 -1.36483 -0.68904
H: -1.42015 1.92166 0.40450
H: -0.07499 3.01274 -0.57952
H: 0.31037 2.01885 0.65464
H: -2.15814 0.24558 -1.99018
H: -1.43101 1.79640 -2.50803
H: -0.81077 0.10851 -3.03034

***

#b
An isolated ion of composition C5H15N2 and charge +1. Source: the Open Molecules 2025 dataset; level of theory: wB97M-V/def2-TZVPD.

Output
Charge   +1
E_LUMO   -3.742 eV
Orbital gap   8.352 eV
Structure (SMILES)   CNCCCC[NH3+]

CARTESIAN COORDINATES (ANGSTROEM)
C: -1.11957 1.70031 -0.35645
C: -1.15174 0.55802 0.65132
C: 0.22022 0.03591 1.03136
C: 0.97880 -0.72795 -0.06986
N: 0.33764 -2.02391 -0.30941
C: 1.22905 -2.95476 -1.02161
N: -0.54292 2.94305 0.28634
H: -0.49634 1.41573 -1.20530
H: -2.12452 1.91181 -0.71036
H: -1.78921 -0.21287 0.23054
H: -1.65449 0.89010 1.56274
H: 0.87552 0.82475 1.39477
H: 0.12412 -0.67873 1.84653
H: 1.03944 -0.12538 -0.98398
H: 1.98842 -0.91690 0.29623
H: -0.46541 -1.86486 -0.91577
H: 0.73478 -3.91459 -1.12552
H: 1.53343 -2.62114 -2.01550
H: 2.10915 -3.10524 -0.40832
H: -0.57757 2.79425 1.30134
H: 0.46218 3.04113 0.11073
H: -0.97853 3.82663 0.02739

***

#c
An isolated ion of composition C5H15N2 and charge +1. Source: the Open Molecules 2025 dataset; level of theory: wB97M-V/def2-TZVPD.

Output
Charge   +1
E_LUMO   -3.371 eV
Orbital gap   9.736 eV
Structure (SMILES)   CCN(C)CC[NH3+]

CARTESIAN COORDINATES (ANGSTROEM)
N: -0.02015 -0.40683 -2.14818
C: 0.66592 -1.47574 -1.31936
C: 0.08857 -1.37461 0.15973
N: -0.30109 -0.00329 0.38126
C: 0.42925 0.58885 1.52337
C: 1.10226 1.90005 1.11034
C: -1.73302 0.25836 0.46973
H: 0.28109 0.50047 -1.78383
H: -0.12955 -0.51953 -3.15367
H: -1.01840 -0.42823 -1.89233
H: 0.47694 -2.42021 -1.81870
H: 1.72052 -1.22149 -1.31517
H: 0.89987 -1.77514 0.76074
H: -0.70828 -2.13265 0.16819
H: 1.11171 -0.07341 2.05170
H: -0.25075 0.89540 2.33317
H: 0.45250 2.42010 0.39673
H: 1.38979 2.57461 1.91299
H: 2.01173 1.72177 0.51393
H: -2.24265 0.35064 -0.49353
H: -1.96397 1.12290 1.09721
H: -2.26228 -0.50202 1.04566

***

#d
A 2-piece molecular cluster, C5H15N2 overall. Source: the Open Molecules 2025 dataset; level of theory: wB97M-V/def2-TZVPD.

Output
Charge   +1
E_LUMO   -7.716 eV
Orbital gap   6.287 eV

CARTESIAN COORDINATES (ANGSTROEM)
N: 2.22894 0.16802 1.70645
C: -0.13789 -0.76618 0.39001
C: -1.40428 0.13414 0.16149
C: -0.82078 1.56579 -0.10782
C: -2.37584 -0.17718 -0.88034
C: 0.74206 -1.14139 -0.83824
N: 1.80590 -0.13735 -1.07129
H: 2.26101 -0.81373 1.84147
H: 1.18376 0.27764 1.68478
H: 2.66051 0.71028 2.45269
H: -0.24108 -1.54251 1.17058
H: -1.95411 0.12725 1.05705
H: -0.16188 1.71083 -1.04332
H: -0.16202 1.95695 0.67785
H: -1.57081 2.38593 -0.28043
H: -1.98164 -0.57262 -1.82454
H: -3.05959 0.64532 -1.08347
H: -2.95207 -1.06764 -0.65685
H: 0.09466 -1.45298 -1.68505
H: 1.41990 -2.18206 -0.64459
H: 1.72310 0.59035 -0.39579
H: 2.70215 -0.41883 -0.63064

***

Energies in kJ/mol, measured from the most stable structure: #a 176.9; #b 0.0; #c 54.1; #d 449.6.

***

#a
A 2-piece molecular cluster, C5H15N2 overall. Source: the Open Molecules 2025 dataset; level of theory: wB97M-V/def2-TZVPD.

Output
Charge   +1
E_LUMO   -7.125 eV
Orbital gap   6.651 eV

CARTESIAN COORDINATES (ANGSTROEM)
N: 0.95868 -1.11295 2.19072
C: 0.42145 0.57261 -0.29503
C: -0.46666 0.64790 -1.43692
C: -1.87578 0.02641 -1.14898
C: -2.53163 0.38980 0.19366
C: 1.72520 -0.18015 -0.49931
N: 2.84298 0.06044 0.32908
H: 0.41655 -0.59194 1.50536
H: 1.00557 -2.02168 1.72918
H: 0.42583 -1.21131 3.04624
H: 0.51718 1.45884 0.34114
H: -0.59558 1.70035 -1.71878
H: -0.05877 0.09507 -2.27546
H: -2.54962 0.17266 -1.98561
H: -1.68585 -1.04590 -1.03558
H: -1.87249 0.30036 1.05664
H: -2.89284 1.42224 0.15540
H: -3.42549 -0.21940 0.29760
H: 2.03494 0.14541 -1.50273
H: 1.53473 -1.25673 -0.48948
H: 2.78770 -0.31518 1.25614
H: 3.28389 0.96316 0.28674

***

#b
A 2-piece molecular cluster, C5H15N2 overall. Source: the Open Molecules 2025 dataset; level of theory: wB97M-V/def2-TZVPD.

Output
Charge   +1
E_LUMO   -8.263 eV
Orbital gap   6.007 eV

CARTESIAN COORDINATES (ANGSTROEM)
N: -0.29100 0.75310 -1.06818
C: -1.17789 0.80846 0.02789
C: -1.36585 2.25357 0.51320
C: -0.53840 -0.12607 1.01056
N: -0.20760 -1.28772 0.17037
C: 1.07187 -1.91692 0.47703
C: 2.22235 -1.22128 -0.26672
H: -0.84070 0.99075 -1.90743
H: 0.51109 2.65373 -2.10254
H: 0.82965 2.69347 -2.78761
H: -2.16002 0.40494 -0.29775
H: -2.10909 2.34753 1.29439
H: -0.43566 2.62042 0.88610
H: -1.65429 2.95176 -0.27273
H: -1.21359 -0.51531 1.77709
H: 0.30995 0.30868 1.51514
H: -0.24230 -0.93273 -0.82591
H: 0.97934 -2.95781 0.20570
H: 1.25353 -1.71599 1.52228
H: 2.08146 -1.23545 -1.34357
H: 2.31059 -0.19223 0.03781
H: 3.14722 -1.75013 -0.07097

***

Energies in kJ/mol, measured from the most stable structure: #a 0.0; #b 274.9.